{
  "formula": "C21H26Br2O17",
  "method": "ωB97M-V with the def2-TZVPD basis set",
  "total_energy_ha": -7242.9420,
  "charge": 0,
  "smiles": "CC(=O)OC[C@]1(/C(Br)=C(/C)Br)COC(=O)O1.O=C1OCCO1.O=C1OCCO1.O=C1OCCO1.O=C1OCCO1",
  "spin_multiplicity": 1,
  "gap_ev": 9.06,
  "symbols": ["C", "C", "O", "O", "C", "C", "C", "Br", "C", "C", "Br", "C", "O", "C", "O", "O", "H", "H", "H", "H", "H", "H", "H", "H", "H", "H", "O", "C", "O", "C", "C", "O", "H", "H", "H", "H", "O", "C", "O", "C", "C", "O", "H", "H", "H", "H", "O", "C", "O", "C", "C", "O", "H", "H", "H", "H", "O", "C", "O", "C", "C", "O", "H", "H", "H", "H"],
  "positions_angstrom": [[-4.21, -2.54, 4.30], [-3.16, -1.55, 4.71], [-3.14, -1.13, 5.84], [-2.24, -1.05, 3.83], [-1.96, -1.78, 2.65], [-1.12, -3.03, 2.81], [0.33, -2.83, 3.22], [1.61, -2.43, 1.87], [0.78, -2.91, 4.47], [2.21, -2.76, 4.87], [-0.41, -3.22, 5.93], [-1.08, -3.62, 1.37], [-0.48, -4.89, 1.66], [-1.09, -5.28, 2.79], [-1.15, -6.39, 3.25], [-1.72, -4.19, 3.38], [-3.98, -3.15, 3.43], [-4.32, -3.22, 5.13], [-5.16, -2.06, 4.12], [-1.37, -1.12, 2.02], [-2.85, -2.02, 2.08], [2.55, -1.74, 4.77], [2.32, -3.12, 5.88], [2.79, -3.44, 4.25], [-0.66, -3.02, 0.58], [-2.11, -3.86, 1.11], [3.22, -1.98, -0.72], [2.46, -1.30, -1.33], [2.82, -0.25, -2.10], [1.66, 0.18, -2.84], [0.53, -0.33, -1.99], [1.12, -1.48, -1.34], [1.65, 1.27, -2.96], [1.68, -0.29, -3.83], [0.23, 0.38, -1.22], [-0.34, -0.62, -2.57], [1.05, 3.05, -3.20], [1.31, 3.66, -4.19], [0.47, 3.79, -5.25], [1.04, 4.77, -6.13], [2.51, 4.71, -5.78], [2.47, 4.30, -4.41], [0.83, 4.51, -7.17], [0.59, 5.74, -5.92], [3.05, 3.96, -6.36], [3.01, 5.67, -5.88], [-2.60, -1.23, -3.19], [-2.96, -0.20, -2.73], [-2.41, 0.40, -1.65], [-2.96, 1.72, -1.55], [-4.27, 1.58, -2.29], [-3.99, 0.54, -3.22], [-3.09, 2.01, -0.51], [-2.27, 2.42, -2.03], [-5.09, 1.26, -1.64], [-4.57, 2.49, -2.81], [0.71, 2.24, -0.14], [1.84, 2.38, 0.21], [2.55, 3.52, 0.06], [3.76, 3.39, 0.80], [3.93, 1.89, 0.87], [2.58, 1.42, 0.81], [4.58, 3.89, 0.29], [3.63, 3.84, 1.78], [4.48, 1.48, 0.02], [4.41, 1.55, 1.79]],
  "nbo_charge": [-0.7436, 0.7992, -0.5606, -0.4990, -0.0867, 0.1470, -0.1783, 0.1196, -0.0336, -0.6682, 0.0911, -0.0926, -0.4811, 0.9726, -0.5474, -0.5147, 0.2225, 0.2570, 0.2428, 0.2257, 0.1916, 0.2359, 0.2313, 0.2383, 0.2407, 0.1813, -0.6032, 0.9788, -0.5052, -0.1144, -0.1227, -0.4962, 0.2406, 0.1714, 0.2188, 0.2157, -0.5855, 0.9757, -0.4850, -0.1010, -0.1011, -0.4822, 0.2082, 0.1881, 0.1892, 0.2075, -0.5771, 0.9679, -0.4950, -0.1023, -0.1005, -0.4861, 0.2092, 0.1999, 0.1846, 0.2051, -0.5934, 0.9786, -0.4849, -0.0997, -0.1014, -0.4855, 0.2039, 0.1845, 0.1981, 0.2061]
}